# 1
{"formula": "C34H53FN2", "method": "ωB97M-V with the def2-TZVPD basis set", "e_homo_ev": -9.418, "lumo_energy_ev": 0.727, "total_charge": 0, "smiles": "C#C[C@](C#N)(CCCCCCCCCCCCCCCCCCCC)[C@H](C#N)[C@@H](C)F.c1ccccc1", "gap_ev": 10.15, "symbols": ["C", "C", "C", "C", "N", "C", "C", "C", "C", "C", "C", "C", "C", "C", "C", "C", "C", "C", "C", "C", "C", "C", "C", "C", "C", "C", "C", "N", "C", "C", "F", "H", "H", "H", "H", "H", "H", "H", "H", "H", "H", "H", "H", "H", "H", "H", "H", "H", "H", "H", "H", "H", "H", "H", "H", "H", "H", "H", "H", "H", "H", "H", "H", "H", "H", "H", "H", "H", "H", "H", "H", "H", "H", "H", "H", "H", "H", "H", "C", "C", "C", "C", "C", "C", "H", "H", "H", "H", "H", "H"], "xyz": [[4.487, -0.186, 1.384], [5.042, 0.676, 0.761], [5.934, 1.439, -0.154], [5.134, 2.576, -0.678], [4.404, 3.344, -1.136], [6.386, 0.560, -1.393], [5.500, -0.666, -1.611], [5.831, -1.406, -2.947], [4.646, -1.390, -3.925], [3.551, -2.451, -3.624], [2.350, -1.931, -2.794], [2.418, -2.176, -1.275], [2.745, -3.617, -0.864], [2.810, -3.836, 0.671], [1.793, -3.018, 1.480], [0.352, -3.530, 1.243], [-0.716, -2.388, 1.316], [-2.023, -3.001, 1.829], [-3.239, -2.035, 1.924], [-3.232, -0.829, 0.941], [-4.671, -0.649, 0.354], [-4.532, 0.245, -0.909], [-5.861, 0.915, -1.354], [-5.624, 2.419, -1.666], [-5.186, 3.226, -0.398], [7.166, 1.921, 0.705], [7.283, 1.185, 1.985], [7.559, 0.560, 2.920], [7.182, 3.431, 1.003], [8.204, 3.751, 2.111], [7.594, 4.098, -0.130], [4.185, -0.876, 2.134], [6.219, 1.202, -2.263], [7.448, 0.327, -1.304], [5.566, -1.402, -0.811], [4.481, -0.291, -1.727], [6.166, -2.434, -2.781], [6.679, -0.886, -3.415], [5.050, -1.657, -4.911], [4.203, -0.396, -4.048], [4.009, -3.357, -3.221], [3.144, -2.731, -4.603], [2.289, -0.849, -2.967], [1.413, -2.345, -3.182], [1.419, -1.953, -0.877], [3.100, -1.503, -0.747], [3.706, -3.960, -1.261], [1.970, -4.266, -1.295], [3.823, -3.571, 1.002], [2.672, -4.907, 0.856], [1.893, -1.942, 1.319], [1.998, -3.188, 2.547], [0.102, -4.369, 1.897], [0.318, -3.910, 0.213], [-0.793, -2.022, 0.290], [-0.312, -1.602, 1.960], [-1.815, -3.338, 2.854], [-2.273, -3.913, 1.280], [-3.410, -1.679, 2.944], [-4.126, -2.629, 1.673], [-3.018, 0.072, 1.523], [-2.586, -0.961, 0.075], [-4.961, -1.638, -0.011], [-5.362, -0.222, 1.083], [-4.222, -0.415, -1.728], [-3.727, 0.977, -0.796], [-6.625, 0.810, -0.578], [-6.215, 0.435, -2.271], [-6.566, 2.872, -1.997], [-4.878, 2.575, -2.449], [-4.547, 2.630, 0.260], [-4.619, 4.110, -0.697], [-6.071, 3.517, 0.175], [8.071, 1.713, 0.126], [6.217, 3.802, 1.359], [7.720, 3.593, 3.077], [8.501, 4.800, 2.074], [9.091, 3.127, 1.986], [-9.194, 2.457, 2.904], [-10.270, 3.319, 3.064], [-10.919, 3.835, 1.950], [-10.498, 3.480, 0.676], [-9.425, 2.613, 0.516], [-8.769, 2.108, 1.630], [-8.686, 2.058, 3.773], [-10.604, 3.590, 4.058], [-11.754, 4.513, 2.075], [-11.008, 3.877, -0.193], [-9.100, 2.331, -0.478], [-7.928, 1.438, 1.500]], "forces_ev_per_a": [[0.4, 0.5, 0.5], [0.2, -0.4, -0.7], [-0.4, -0.2, 0.5], [-0.5, 0.2, -0.3], [0.6, -0.4, 0.3], [-0.7, 0.1, 0.2], [0.4, -0.5, -1.0], [-0.1, 1.1, 0.0], [0.4, -1.1, -0.3], [-0.4, 0.8, -0.6], [0.7, 0.0, 0.3], [-0.2, -0.3, 0.2], [-0.3, -0.1, 0.2], [0.2, 0.6, -0.4], [-0.3, -1.2, 0.7], [0.1, 1.1, -0.9], [0.6, -1.6, 0.0], [0.0, 0.9, 0.9], [0.1, -0.3, -0.9], [-1.9, -0.5, 0.8], [1.8, 0.5, -1.0], [-1.0, -0.5, 0.0], [1.0, 0.8, -0.4], [-0.4, 0.3, 1.2], [-0.2, -0.5, -0.6], [-0.4, 0.5, 0.1], [0.8, -1.0, 0.5], [-0.5, 0.9, -1.1], [1.1, 0.2, 1.5], [-0.4, 0.0, -0.3], [-0.4, -0.1, -0.5], [-0.4, -0.1, -0.1], [0.5, -0.1, 0.0], [-0.1, -0.1, 0.0], [-0.2, 0.4, 0.3], [0.0, -0.2, 0.4], [-0.1, 0.1, 0.1], [-0.1, -0.2, 0.0], [0.0, 0.1, 0.1], [0.1, 0.0, 0.2], [-0.1, 0.1, 0.1], [0.0, -0.1, 0.1], [-0.1, -0.1, 0.0], [0.1, -0.1, 0.1], [0.2, 0.1, 0.0], [0.0, 0.1, -0.3], [-0.1, 0.1, -0.1], [0.2, 0.0, 0.0], [-0.1, -0.1, 0.0], [0.0, 0.1, 0.2], [-0.1, -0.1, -0.2], [0.1, 0.2, -0.1], [0.1, 0.1, 0.1], [-0.1, -0.2, 0.2], [-0.2, 0.3, 0.2], [-0.4, 0.1, 0.0], [0.0, -0.1, -0.2], [0.0, 0.2, -0.2], [0.3, 0.0, -0.1], [0.1, 0.0, 0.2], [0.5, 0.1, -0.5], [0.3, 0.1, 0.3], [-0.6, 0.1, 0.4], [-0.1, -0.2, 0.0], [0.2, 0.1, 0.1], [-0.2, 0.0, 0.2], [0.0, 0.0, -0.1], [-0.2, 0.0, 0.2], [0.2, -0.1, -0.3], [-0.1, -0.3, 0.0], [0.0, 0.1, -0.1], [-0.2, 0.0, 0.2], [0.1, 0.1, 0.0], [0.0, 0.1, 0.2], [-0.2, 0.0, -0.6], [0.3, -0.2, 0.0], [-0.1, -0.1, -0.2], [0.0, 0.1, 0.3], [0.0, 0.0, 0.0], [0.0, 0.0, 0.0], [0.0, 0.0, 0.0], [0.0, 0.0, 0.0], [0.0, 0.0, 0.0], [0.0, 0.0, 0.0], [0.0, 0.0, 0.0], [0.0, 0.0, 0.0], [0.0, 0.0, 0.0], [0.0, 0.0, 0.0], [0.0, 0.0, 0.0], [0.0, 0.0, 0.0]]}


# 2
{"formula": "CH6OS2", "method": "ωB97M-V with the def2-TZVPD basis set", "e_homo_ev": -9.292, "lumo_energy_ev": 0.458, "total_charge": 0, "smiles": "CSS.O", "gap_ev": 9.75, "symbols": ["S", "S", "C", "H", "H", "H", "H", "O", "H", "H"], "xyz": [[-2.705, 0.279, -1.646], [-1.584, -0.794, -0.250], [0.000, 0.000, 0.000], [-2.400, -0.389, -2.780], [0.613, -0.593, 0.699], [-0.206, 0.982, 0.459], [0.577, 0.158, -0.926], [-0.787, -3.318, 1.765], [-1.353, -3.095, 0.991], [-0.057, -3.862, 1.390]], "forces_ev_per_a": [[0.6, -0.1, 0.4], [-0.7, -0.6, -0.3], [0.5, 1.3, -0.2], [0.1, 0.0, 0.2], [-0.6, 0.0, -0.3], [0.4, -0.4, -0.2], [-0.3, -0.2, 0.3], [0.3, -0.3, -1.1], [0.6, -0.2, 0.7], [-0.8, 0.6, 0.4]]}


# 3
{"formula": "C49H107N5O9", "method": "ωB97M-V with the def2-TZVPD basis set", "e_homo_ev": -8.153, "lumo_energy_ev": 0.316, "total_charge": 0, "smiles": "CC1(C)CCCC(C)(C)N1O.CC1(C)CCCC(C)(C)N1O.CC1(C)CCCC(C)(C)N1O.CC1(C)CCCC(C)(C)N1O.CC1(C)CCCC(C)(C)N1O.OCCO.OCCO", "gap_ev": 8.47, "symbols": ["C", "C", "O", "O", "H", "H", "H", "H", "H", "H", "C", "C", "O", "O", "H", "H", "H", "H", "H", "H", "C", "C", "C", "C", "C", "C", "N", "O", "C", "C", "C", "H", "H", "H", "H", "H", "H", "H", "H", "H", "H", "H", "H", "H", "H", "H", "H", "H", "H", "H", "C", "C", "C", "C", "C", "C", "N", "O", "C", "C", "C", "H", "H", "H", "H", "H", "H", "H", "H", "H", "H", "H", "H", "H", "H", "H", "H", "H", "H", "H", "C", "C", "C", "C", "C", "C", "N", "O", "C", "C", "C", "H", "H", "H", "H", "H", "H", "H", "H", "H", "H", "H", "H", "H", "H", "H", "H", "H", "H", "H", "C", "C", "C", "C", "C", "C", "N", "O", "C", "C", "C", "H", "H", "H", "H", "H", "H", "H", "H", "H", "H", "H", "H", "H", "H", "H", "H", "H", "H", "H", "C", "C", "C", "C", "C", "C", "N", "O", "C", "C", "C", "H", "H", "H", "H", "H", "H", "H", "H", "H", "H", "H", "H", "H", "H", "H", "H", "H", "H", "H"], "xyz": [[2.810, -3.744, 0.769], [2.404, -3.176, -0.656], [2.376, -1.717, -0.580], [1.722, -3.763, 1.691], [3.723, -3.196, 1.000], [3.097, -4.787, 0.638], [1.386, -3.494, -0.881], [3.164, -3.401, -1.405], [1.476, -1.479, -0.814], [1.389, -2.863, 1.711], [-0.318, -0.887, 1.944], [-0.785, -1.569, 0.660], [-0.198, -0.860, -0.438], [1.110, -0.936, 1.982], [-0.658, -1.331, 2.880], [-0.570, 0.171, 1.871], [-1.869, -1.569, 0.550], [-0.564, -2.636, 0.661], [-0.578, -1.198, -1.252], [1.433, -0.607, 1.140], [4.417, 4.713, -2.343], [3.137, 4.049, -2.925], [3.037, 2.597, -2.327], [2.572, 2.555, -0.835], [1.213, 3.241, -0.910], [1.266, 4.720, -1.271], [1.937, 4.827, -2.636], [1.984, 6.109, -3.207], [-0.195, 5.202, -1.500], [1.872, 5.676, -0.096], [3.345, 3.817, -4.406], [4.270, 4.907, -1.281], [4.569, 5.621, -2.927], [5.353, 4.154, -2.363], [2.690, 1.797, -2.981], [4.011, 2.129, -2.186], [3.283, 3.067, -0.186], [2.472, 1.518, -0.516], [0.955, 3.177, 0.147], [0.489, 2.700, -1.519], [-0.252, 6.284, -1.380], [-0.723, 4.744, -2.336], [-0.750, 4.806, -0.649], [2.074, 6.669, -0.497], [1.170, 5.779, 0.731], [2.771, 5.229, 0.327], [3.571, 4.778, -4.869], [2.459, 3.446, -4.922], [4.144, 3.122, -4.660], [2.775, 6.530, -2.863], [-4.534, -0.070, -0.504], [-4.274, 1.320, 0.065], [-2.919, 1.874, -0.520], [-2.986, 2.283, -1.998], [-4.021, 3.435, -2.109], [-5.385, 2.988, -1.581], [-5.319, 2.301, -0.263], [-6.477, 1.869, 0.217], [-6.261, 4.306, -1.456], [-6.054, 2.064, -2.674], [-4.073, 1.330, 1.638], [-3.675, -0.740, -0.505], [-4.806, -0.021, -1.559], [-5.356, -0.429, 0.115], [-2.368, 2.602, 0.075], [-2.119, 1.141, -0.623], [-3.268, 1.425, -2.609], [-2.034, 2.465, -2.497], [-3.991, 3.673, -3.173], [-3.634, 4.310, -1.586], [-5.879, 4.961, -0.673], [-6.207, 4.920, -2.355], [-7.319, 4.048, -1.410], [-6.955, 1.633, -2.237], [-6.294, 2.571, -3.608], [-5.499, 1.177, -2.981], [-4.908, 0.997, 2.256], [-3.858, 2.281, 2.124], [-3.129, 0.789, 1.693], [-6.681, 1.049, -0.238], [-4.165, -6.032, 1.687], [-4.652, -4.722, 2.298], [-5.860, -5.039, 3.117], [-6.290, -4.027, 4.180], [-5.084, -3.528, 4.947], [-3.855, -3.034, 4.116], [-3.529, -4.127, 3.150], [-2.332, -3.929, 2.396], [-4.089, -1.701, 3.418], [-2.658, -2.910, 5.125], [-5.040, -3.735, 1.135], [-3.798, -6.696, 2.469], [-3.401, -5.841, 0.933], [-5.013, -6.523, 1.210], [-6.743, -5.275, 2.523], [-5.689, -6.002, 3.598], [-7.036, -4.467, 4.842], [-6.848, -3.178, 3.785], [-4.798, -4.201, 5.755], [-5.437, -2.641, 5.474], [-3.826, -1.577, 2.368], [-5.148, -1.443, 3.420], [-3.615, -0.902, 3.988], [-2.932, -2.288, 5.977], [-2.388, -3.910, 5.468], [-1.750, -2.504, 4.679], [-4.160, -3.514, 0.531], [-5.260, -2.713, 1.443], [-5.775, -4.059, 0.398], [-1.815, -4.592, 2.860], [0.717, -0.360, -3.685], [-0.002, -1.592, -4.239], [1.195, -2.624, -4.624], [0.619, -4.070, -4.978], [-0.195, -4.538, -3.794], [-1.414, -3.646, -3.379], [-0.895, -2.259, -3.264], [-1.775, -1.436, -2.596], [-2.514, -3.759, -4.461], [-2.018, -4.135, -2.084], [-0.694, -1.149, -5.486], [1.609, -0.137, -4.270], [1.153, -0.615, -2.720], [0.273, 0.626, -3.549], [1.887, -2.288, -5.396], [1.859, -2.733, -3.767], [1.472, -4.728, -5.143], [0.017, -4.052, -5.886], [0.455, -4.647, -2.925], [-0.562, -5.533, -4.046], [-3.172, -2.892, -4.507], [-2.069, -3.774, -5.456], [-3.092, -4.683, -4.434], [-2.442, -5.136, -2.176], [-1.250, -4.068, -1.313], [-2.876, -3.510, -1.837], [0.102, -0.623, -6.014], [-1.512, -0.481, -5.215], [-1.208, -1.895, -6.092], [-2.549, -1.595, -3.141], [7.818, 1.050, 5.001], [7.051, 2.254, 4.449], [7.958, 3.038, 3.477], [8.261, 2.263, 2.144], [6.930, 1.986, 1.407], [5.943, 1.204, 2.296], [5.899, 1.784, 3.660], [5.000, 1.045, 4.476], [4.606, 1.408, 1.624], [6.365, -0.318, 2.182], [6.619, 3.252, 5.635], [8.703, 1.373, 5.549], [8.103, 0.407, 4.169], [7.249, 0.432, 5.696], [7.632, 4.075, 3.406], [8.968, 3.163, 3.870], [8.946, 1.424, 2.269], [8.852, 2.880, 1.467], [7.209, 1.390, 0.537], [6.548, 2.982, 1.183], [4.211, 2.412, 1.775], [4.726, 1.294, 0.546], [3.897, 0.675, 2.011], [6.037, -0.787, 1.254], [7.425, -0.418, 2.416], [5.887, -0.935, 2.943], [7.465, 3.812, 6.034], [6.165, 2.665, 6.433], [5.796, 3.935, 5.423], [5.414, 0.223, 4.749]], "forces_ev_per_a": [[-0.7, -0.4, -2.1], [0.3, 1.1, 2.0], [0.5, -1.0, -0.1], [1.0, 0.0, -0.6], [-0.2, 0.3, 0.9], [0.0, -0.1, 0.0], [0.2, -0.5, -0.4], [-0.2, -0.5, -0.1], [-0.4, 0.5, 0.1], [-0.1, 0.7, 0.4], [0.8, 0.3, -1.0], [-0.8, -0.1, 0.3], [0.3, -0.1, 0.6], [0.0, -0.4, 0.6], [-0.3, -0.1, -0.3], [-0.6, 0.1, 0.3], [-0.3, 0.4, 0.2], [0.6, -0.1, 0.0], [-0.4, 0.0, -0.2], [0.3, 0.0, -0.3], [-0.5, 0.2, 0.1], [1.3, -2.2, 0.8], [1.7, -0.4, 1.9], [-1.1, 0.2, -3.0], [0.8, 0.1, 2.3], [-0.1, 1.6, -0.9], [-0.5, -1.4, 0.6], [-0.3, -0.2, 0.2], [0.3, -0.5, 1.4], [-0.3, -1.5, -1.3], [-0.3, 0.9, -1.0], [-0.1, 0.4, 0.0], [0.3, 0.3, 0.4], [-0.2, -0.4, -0.5], [-1.4, 0.5, -0.1], [1.0, 0.8, -0.6], [-0.1, 0.1, -0.1], [0.0, 0.0, 0.1], [-1.2, 0.3, 0.1], [0.1, 0.0, -0.1], [-0.2, 0.0, -0.7], [0.5, 0.5, -0.5], [-0.1, 0.1, 0.4], [0.1, -0.1, 0.0], [-0.2, -0.1, -0.2], [0.1, 0.2, -0.1], [0.1, 0.0, -0.3], [-0.3, 0.0, 0.3], [0.2, 0.1, 0.5], [0.3, 0.4, 0.3], [-0.4, 0.2, 0.2], [2.2, 2.4, 0.3], [1.2, -0.8, -1.2], [-1.2, 0.6, 0.5], [1.6, -1.3, -0.2], [-1.1, 0.3, -1.4], [3.5, 1.6, -0.9], [-2.8, -0.3, 0.8], [0.3, -1.0, -0.5], [-0.1, -0.1, 0.6], [0.3, -0.2, -1.1], [0.0, 0.0, 0.6], [-0.3, 0.1, 0.1], [0.0, -0.9, -0.3], [-0.8, 0.6, 0.2], [-0.3, -1.1, 0.9], [-0.7, -0.2, 0.1], [0.4, 0.7, 0.6], [-0.9, 0.4, -0.1], [-0.1, 0.0, 0.2], [-0.3, -0.4, 0.4], [0.4, -0.3, -0.4], [0.0, 0.1, 0.7], [-0.4, 0.3, -0.2], [-0.2, 0.3, 0.2], [0.6, 0.2, 0.2], [0.1, -0.9, -0.4], [0.1, 0.6, -0.9], [-0.2, -0.7, 0.9], [-0.5, -0.5, -0.2], [0.0, 0.3, -0.1], [0.9, 1.8, -1.3], [-1.3, -0.5, 1.4], [0.3, -0.1, -0.4], [0.0, 1.2, 0.4], [0.9, -1.2, -0.4], [-1.8, -1.3, 0.7], [-0.8, 0.2, 0.4], [-0.8, 1.0, 0.4], [-0.4, -0.4, -0.7], [1.1, 0.5, -0.2], [0.2, 0.0, 0.0], [0.1, -0.2, 0.1], [0.0, 0.0, -0.1], [0.2, 0.2, -0.7], [0.3, 0.0, 0.5], [0.2, -0.3, 0.2], [0.2, 0.1, -0.6], [0.3, -0.3, -0.3], [0.2, 0.3, 0.3], [0.6, -0.5, 0.2], [-0.3, 0.0, 0.1], [0.1, 0.1, -0.1], [-0.1, 0.0, 0.0], [-0.2, 0.0, 0.2], [-0.2, 0.2, -0.2], [0.5, -0.4, -0.1], [-0.7, -0.3, 0.5], [-0.3, -0.4, 0.4], [0.7, 0.1, -0.4], [1.1, 0.0, 1.3], [1.1, -1.2, -0.6], [-1.6, -1.0, 0.4], [0.7, 2.1, 0.7], [-0.7, -0.3, 0.2], [0.7, -0.2, -1.8], [2.7, -1.7, 1.0], [-0.9, 0.5, -0.8], [0.5, 0.1, -1.0], [0.1, 0.6, 0.2], [-0.7, 0.4, -0.5], [-0.1, -0.2, -0.5], [-0.1, 0.0, 0.2], [-1.0, -0.3, -0.2], [-0.6, 0.5, -0.4], [-0.2, -0.1, 0.4], [-0.1, -0.1, 0.0], [0.1, 0.1, -0.1], [0.1, 0.1, 0.1], [-0.3, -0.2, 0.3], [-0.4, 0.0, 0.3], [0.2, 0.0, -0.1], [-0.1, 0.1, 0.5], [0.5, -0.1, -0.1], [-0.3, -0.2, 0.3], [0.1, 0.1, 0.3], [-0.6, 0.2, -0.7], [0.2, 0.6, 0.0], [0.6, -0.3, -0.1], [-1.1, 0.9, 0.3], [0.2, 0.1, 0.2], [0.1, 0.7, 0.1], [1.4, -0.9, -0.4], [-1.0, 1.4, -0.1], [1.7, -0.2, 1.6], [1.0, -0.3, -0.8], [-0.7, 0.3, 0.1], [-0.3, 0.8, -0.2], [-0.6, -0.4, 0.2], [-0.5, 0.6, 1.3], [-0.5, -1.5, -0.5], [0.1, 0.0, -0.1], [0.3, 0.0, 0.1], [-0.2, 0.1, 0.1], [-0.5, -0.2, -0.7], [0.0, -0.1, 0.8], [-0.5, -0.4, 0.5], [0.0, 0.5, 0.1], [-0.7, 0.2, -0.3], [-0.3, -0.2, -0.4], [0.1, 0.0, 0.3], [-0.1, -0.3, 0.0], [-0.3, 0.1, -0.2], [0.4, 0.4, -0.3], [0.1, -0.1, -0.7], [-0.3, 0.1, 0.2], [0.1, -0.2, -0.2], [0.4, -0.2, 0.2], [0.3, 0.1, -0.8], [0.4, -0.4, -0.1]]}


# 4
{"formula": "C4H3N3O2", "method": "ωB97M-V with the def2-TZVPD basis set", "e_homo_ev": -9.144, "lumo_energy_ev": 0.431, "total_charge": 0, "smiles": "On1ccc2nnoc21", "gap_ev": 9.57, "symbols": ["C", "C", "C", "C", "H", "H", "H", "N", "N", "N", "O", "O"], "xyz": [[-0.397, -0.429, 1.267], [-0.094, -1.526, 0.432], [0.418, -0.772, -0.623], [0.298, 0.475, -0.564], [-0.358, 2.632, 1.351], [-1.189, -0.769, 2.119], [-0.224, -2.669, 0.696], [-0.202, 0.842, 0.725], [1.089, -0.952, -1.956], [0.883, 0.146, -2.550], [-0.813, 2.012, 0.841], [0.589, 1.010, -1.739]], "forces_ev_per_a": [[-4.4, -3.4, 3.2], [0.2, 0.5, 2.6], [3.8, -7.0, -5.1], [-1.6, 4.7, 3.2], [1.9, 1.1, 1.6], [2.3, 2.1, -1.6], [0.5, 2.9, -0.8], [2.7, -2.2, -3.3], [-2.9, -1.6, 0.7], [4.1, -5.4, -3.3], [-3.6, -0.3, -0.7], [-2.8, 8.5, 3.6]]}